(1)
Here is C20H19CaClF21N2NaO21PS4V as an isolated structure at a distorted geometry from the OMol25 dataset. Energies are from the ωB97M-V functional and the def2-TZVPD basis.

Atoms and positions in Å:
1 O 2.626 -3.006 -1.707
2 S 1.161 -3.252 -2.243
3 O 1.110 -4.805 -2.521
4 F 0.120 -2.884 -0.932
5 N 0.986 -2.266 -3.655
6 P 0.972 -0.535 -3.372
7 O -0.346 0.328 -4.094
8 O 1.130 -0.141 -1.671
9 S -0.120 -2.864 -4.835
10 O -0.309 -1.935 -6.096
11 O 0.545 -4.166 -5.437
12 C -1.796 -3.419 -4.209
13 F -2.561 -3.847 -5.441
14 F -1.759 -4.635 -3.339
15 C -2.705 -2.268 -3.491
16 F -2.000 -1.499 -2.415
17 F -3.055 -1.267 -4.564
18 C -4.098 -2.814 -2.795
19 F -5.127 -1.732 -3.001
20 F -4.640 -4.057 -3.384
21 C -3.999 -3.047 -1.173
22 F -4.075 -1.813 -0.357
23 F -5.211 -3.867 -0.800
24 F -2.823 -3.826 -0.721
25 H -0.203 0.495 -5.085
26 H 0.182 0.105 -1.386
27 O -0.555 1.766 -0.852
28 V -0.011 2.250 0.746
29 O 0.534 2.735 2.344
30 C 1.965 -1.202 5.852
31 S 0.587 -0.546 4.881
32 O 0.741 -1.056 3.478
33 C 1.144 1.175 4.897
34 H 1.844 -2.284 5.938
35 H 2.912 -0.983 5.353
36 H 1.955 -0.757 6.849
37 H 2.141 1.249 4.457
38 H 1.160 1.544 5.926
39 H 0.444 1.774 4.310
40 Cl -3.011 -5.439 -6.398
41 Na 3.589 1.423 4.919
42 C 8.328 6.860 4.848
43 C 8.505 6.932 3.323
44 C 7.221 7.156 2.529
45 F 6.305 6.184 2.727
46 F 7.483 7.168 1.193
47 F 9.166 5.821 2.901
48 F 9.350 7.981 3.066
49 O 8.214 5.551 5.418
50 C 6.911 4.970 5.356
51 C 6.843 3.751 4.426
52 F 7.279 4.041 3.174
53 F 5.566 3.303 4.299
54 F 6.016 5.934 5.031
55 F 6.610 4.594 6.627
56 H 9.250 7.262 5.285
57 H 7.540 7.533 5.210
58 H 6.765 8.119 2.782
59 H 7.457 2.931 4.812
60 C 1.445 5.477 8.136
61 C 2.777 4.707 8.159
62 O 2.522 3.481 7.731
63 H 0.696 5.020 8.796
64 H 1.605 6.504 8.484
65 H 1.023 5.536 7.125
66 H 3.166 4.834 9.181
67 H 3.480 5.328 7.582
68 Ca 6.589 6.212 0.009
69 C 3.519 -6.552 -0.009
70 F 3.170 -7.064 1.215
71 F 2.374 -6.582 -0.765
72 F 3.788 -5.224 0.206
73 S 4.941 -7.467 -0.804
74 O 4.481 -8.854 -0.956
75 O 6.067 -7.332 0.131
76 O 5.175 -6.792 -2.088
77 N -7.511 -2.688 -5.326
78 O -8.252 -3.056 -4.400
79 O -7.154 -3.501 -6.195
80 O -7.126 -1.509 -5.383
81 C -11.691 -1.938 -8.689
82 C -10.708 -1.269 -8.062
83 C -10.721 -1.454 -6.547
84 O -9.870 -0.991 -5.782
85 C -11.831 -2.237 -5.944
86 C -12.822 -2.896 -6.571
87 C -12.746 -2.799 -8.092
88 O -13.509 -3.386 -8.866
89 O -13.770 -3.564 -6.055
90 O -9.808 -0.536 -8.574
91 H -11.757 -1.877 -9.770
92 H -11.797 -2.256 -4.861

## Properties
E_LUMO: -2.57 eV
HOMO energy: -0.130 Ha
net charge: -2
gap between HOMO and LUMO: 0.96 eV

Here are the Löwdin charges for atoms 1 to 2, given in e:
1. O -0.3031
2. S 0.8322

=====

(2)
Here is C20H19Cl2IrN5O2S2 as an isolated structure at a distorted geometry from the OMol25 dataset. Energies are from the ωB97M-V functional and the def2-TZVPD basis.

Atoms and positions in Å:
1 Ir -0.509 -0.321 -0.407
2 S -2.363 0.683 -1.984
3 C -3.118 -0.722 -1.407
4 N -2.414 -1.495 -0.596
5 C -3.109 -2.602 -0.218
6 C -2.650 -3.636 0.599
7 C -3.488 -4.697 0.854
8 C -4.775 -4.750 0.312
9 C -5.250 -3.739 -0.501
10 C -4.415 -2.666 -0.760
11 S -4.720 -1.281 -1.769
12 H -1.649 -3.581 0.995
13 H -3.153 -5.506 1.483
14 H -5.403 -5.601 0.520
15 H -6.238 -3.781 -0.927
16 Cl 6.076 -4.056 -0.213
17 C 4.770 -2.956 -0.332
18 C 4.902 -1.811 -1.130
19 C 3.849 -0.944 -1.258
20 Cl 4.020 0.497 -2.168
21 C 2.581 -1.168 -0.615
22 O 1.630 -0.357 -0.829
23 C 2.512 -2.308 0.259
24 C 1.334 -2.557 1.039
25 O 0.320 -1.868 1.118
26 C 3.601 -3.180 0.370
27 H 5.829 -1.610 -1.642
28 H 1.381 -3.474 1.649
29 H 3.527 -4.038 1.018
30 C 0.324 2.576 -1.204
31 N 0.683 3.953 -0.974
32 C -0.460 4.652 -0.404
33 N -0.825 4.052 0.875
34 C -1.183 2.668 0.665
35 N -0.055 1.908 0.071
36 C 1.094 2.028 1.002
37 N 1.447 3.410 1.222
38 C 1.809 4.014 -0.055
39 C 0.312 4.127 1.783
40 H 1.168 2.039 -1.643
41 H -0.525 2.541 -1.892
42 H -1.309 4.574 -1.088
43 H -0.215 5.705 -0.256
44 H -2.041 2.622 -0.013
45 H -1.449 2.214 1.625
46 H 1.951 1.510 0.568
47 H 0.829 1.561 1.955
48 H 2.647 3.461 -0.485
49 H 2.103 5.053 0.101
50 H 0.583 5.173 1.939
51 H 0.037 3.685 2.744

## Properties
energy relative to the best compared isomer or geometry (same formula, charge and spin): 61.9 kcal per mole
E_LUMO (spin up / spin down): -5.55 / -5.53 eV
HOMO energy (spin up / spin down): -0.403 / -0.403 Ha
net charge: +1
gap between HOMO and LUMO (spin up / spin down): 5.41 / 5.44 eV

Here are the natural (NBO) charges for atoms 1 to 2, given in e:
1. Ir 1.2089
2. S 0.0138

=====

(3)
Here is C20H19Cl3N4O6Ru as an isolated structure at a distorted geometry from the OMol25 dataset. Energies are from the ωB97M-V functional and the def2-TZVPD basis.

Atoms and positions in Å:
1 Ru 0.151 -0.042 -0.175
2 O -0.663 -3.386 3.913
3 C -0.540 -4.215 2.867
4 C -0.451 -5.578 3.146
5 C -0.363 -6.498 2.125
6 C -0.351 -6.087 0.790
7 C -0.403 -4.747 0.501
8 C -0.492 -3.789 1.524
9 C -0.469 -2.383 1.162
10 O -0.103 -2.049 -0.024
11 N -0.832 -1.467 2.078
12 N -0.708 -0.230 1.587
13 C -1.051 0.843 2.198
14 C -0.730 2.078 1.506
15 C -1.140 3.334 1.920
16 C -0.852 4.434 1.134
17 C -0.119 4.262 -0.030
18 C 0.290 2.987 -0.369
19 N -0.018 1.923 0.371
20 H -0.760 -2.468 3.593
21 H -0.460 -5.880 4.185
22 H -0.310 -7.552 2.363
23 H -0.295 -6.815 -0.007
24 H -0.378 -4.403 -0.523
25 H -1.544 0.792 3.161
26 H -1.688 3.424 2.848
27 H -1.190 5.419 1.423
28 H 0.140 5.104 -0.655
29 H 0.905 2.796 -1.238
30 Cl 5.064 -0.605 -1.174
31 C 4.199 -0.742 0.353
32 Cl 4.229 -2.418 0.906
33 Cl 4.946 0.316 1.566
34 C 2.729 -0.275 0.213
35 O 1.926 -0.589 1.130
36 O 2.384 0.401 -0.765
37 O -1.405 0.768 -1.825
38 C -0.652 0.309 -2.700
39 O 0.399 -0.326 -2.445
40 C -0.956 0.532 -4.178
41 N 0.241 0.004 -4.938
42 C 0.880 1.160 -5.656
43 C -0.273 2.132 -5.859
44 C -1.070 2.016 -4.557
45 H -1.847 -0.030 -4.445
46 H -0.010 -0.743 -5.580
47 H 0.824 -0.390 -4.173
48 H 1.341 0.821 -6.579
49 H 1.651 1.572 -5.007
50 H -0.883 1.818 -6.708
51 H 0.077 3.143 -6.053
52 H -2.107 2.320 -4.669
53 H -0.627 2.634 -3.773

## Properties
energy relative to the best compared isomer or geometry (same formula, charge and spin): 14.6 kcal per mole
<S²>: 0.7664
E_LUMO (spin up / spin down): -3.61 / -4.17 eV
spin multiplicity: 2
HOMO energy (spin up / spin down): -0.384 / -0.383 Ha
net charge: +1
gap between HOMO and LUMO (spin up / spin down): 6.83 / 6.25 eV

Here are the natural (NBO) charges for atoms 1 to 2, given in e:
1. Ru 1.2395
2. O -0.6731

=====

(4)
Here is C20H19CoNO3P as an isolated structure at a distorted geometry from the OMol25 dataset. Energies are from the ωB97M-V functional and the def2-TZVPD basis.

Atoms and positions in Å:
1 Co 0.506 -1.106 -0.629
2 O -0.727 0.264 -4.120
3 C -0.641 0.036 -2.918
4 O 0.134 -0.948 -2.430
5 C -1.308 0.997 -1.837
6 P -0.647 0.771 -0.136
7 C -1.993 0.882 1.128
8 C -2.027 1.836 2.124
9 C -3.241 2.134 2.784
10 C -4.372 1.326 2.613
11 C -4.299 0.261 1.718
12 C -3.124 0.056 0.967
13 C 0.299 2.308 0.178
14 C 1.610 2.223 0.660
15 C 2.359 3.423 0.826
16 C 1.729 4.662 0.836
17 C 0.370 4.730 0.513
18 C -0.353 3.587 0.290
19 H -2.325 0.689 -1.873
20 H -1.252 1.991 -2.372
21 H -1.124 2.353 2.493
22 H -3.272 2.987 3.473
23 H -5.316 1.563 3.089
24 H -5.064 -0.439 1.504
25 H -3.185 -0.679 0.166
26 H 2.088 1.232 0.876
27 H 3.449 3.298 0.964
28 H 2.264 5.501 1.208
29 H -0.236 5.600 0.617
30 H -1.485 3.623 0.237
31 O 0.055 -2.640 0.743
32 C 0.627 -3.984 0.397
33 C 1.664 -3.745 -0.652
34 C 2.344 -4.820 -1.140
35 C 3.521 -4.590 -1.851
36 C 3.830 -3.292 -2.242
37 C 3.036 -2.260 -1.844
38 N 1.998 -2.446 -0.983
39 H -0.714 -2.744 1.333
40 H -0.147 -4.649 -0.061
41 H 0.997 -4.449 1.336
42 H 1.992 -5.793 -0.856
43 H 4.124 -5.426 -2.103
44 H 4.696 -3.100 -2.893
45 H 3.164 -1.223 -2.129

## Properties
energy relative to the best compared isomer or geometry (same formula, charge and spin): 0.0 kcal per mole
<S²>: 3.7600
E_LUMO (spin up / spin down): -3.02 / -3.63 eV
spin multiplicity: 4
HOMO energy (spin up / spin down): -0.435 / -0.440 Ha
net charge: +1
gap between HOMO and LUMO (spin up / spin down): 8.83 / 8.34 eV

Here are the natural (NBO) charges for atoms 1 to 2, given in e:
1. Co 1.3593
2. O -0.5727

=====

no.,total energy (eV),molecular weight (g/mol)
1,-237751.65588,1331.03
2,-82140.21915,688.66
3,-79437.83278,618.82
4,-75590.39423,411.28